1.
The molecule C6H10O. Source: the OMol25 dataset; level of theory: the ωB97M-V functional and the def2-TZVPD basis.

As for the energy above the lowest of the compared OMol25 structures with the same formula, charge and spin: 316.1 kJ/mol. As for the HOMO energy (spin up / spin down): -7.80 / -7.80 eV. The total energy is -8427.965 eV. For the LUMO energy (spin up / spin down), the calculation gives -0.24 / -0.24 eV. As for the molar mass: 98.14 g mol⁻¹. The gap between HOMO and LUMO (spin up / spin down) is 7.568 / 7.567 eV.

CARTESIAN COORDINATES (ANGSTROEM)
O 0.189 0.060 1.810
C 1.021 -0.483 -0.318
C -1.394 0.309 0.043
C 2.392 -0.100 0.239
C -1.797 -0.222 -1.317
C -0.125 -0.025 0.533
C -2.192 1.267 0.679
H -0.625 0.336 2.279
H 0.881 -0.074 -1.323
H 2.567 -0.560 1.215
H 0.938 -1.575 -0.422
H -1.749 1.572 1.661
H -1.722 -1.315 -1.365
H -1.202 0.189 -2.143
H -2.838 0.063 -1.481
H 3.178 -0.429 -0.447
H 2.477 0.986 0.357

=====

2.
The molecule C20H25BrN2O3. Source: the OMol25 dataset; level of theory: the ωB97M-V functional and the def2-TZVPD basis.

As for the energy above the lowest of the compared OMol25 structures with the same formula, charge and spin: 18.5 kJ/mol. As for the HOMO energy: -8.45 eV. The total energy is -100310.920 eV. For the LUMO energy, the calculation gives 0.71 eV. As for the molar mass: 421.33 g mol⁻¹. As for the structure (SMILES): CCCNCc1cc(OCC)c(OCC(=O)Nc2ccccc2)cc1Br. The gap between HOMO and LUMO is 9.154 eV.

CARTESIAN COORDINATES (ANGSTROEM)
Br -1.253 0.270 4.007
O 0.905 -1.399 -1.383
O -0.156 -3.066 -3.618
O -1.694 -2.110 -0.525
N 1.351 2.348 2.731
N -1.439 -1.256 -3.049
C 1.957 0.578 -2.372
C -0.853 -2.459 -2.838
C 1.664 0.936 2.901
C 0.491 -1.013 -0.146
C -0.339 0.272 -6.229
C -1.251 -0.357 -4.101
C 1.261 -0.280 0.749
C -1.837 0.903 -3.994
C 2.039 3.225 3.666
C -1.284 -1.007 1.485
C -1.672 1.835 -5.001
C -0.806 -1.402 0.245
C -0.499 -0.253 2.338
C 4.447 2.560 4.232
C 3.529 3.369 3.321
C -0.921 1.524 -6.122
C 2.093 -0.881 -1.950
C -0.499 -0.671 -5.230
C 0.795 0.110 1.998
C -1.218 -3.050 -1.469
H -2.286 -1.297 1.762
H 1.737 1.215 -1.518
H 5.485 2.691 3.934
H 1.553 4.200 3.586
H 1.933 2.880 4.709
H -2.048 -3.751 -1.617
H 0.247 0.022 -7.101
H -2.420 1.148 -3.117
H -0.357 -3.608 -1.093
H -1.996 -0.907 -2.277
H -2.130 2.808 -4.907
H 4.345 2.894 5.263
H 2.259 0.018 0.475
H 3.812 4.420 3.396
H 2.712 0.789 2.627
H 2.885 0.910 -2.829
H 2.249 -1.512 -2.829
H 3.667 3.067 2.282
H 1.154 0.681 -3.098
H 4.212 1.499 4.196
H -0.046 -1.644 -5.312
H 0.348 2.475 2.845
H -0.792 2.253 -6.907
H 1.535 0.606 3.949
H 2.940 -1.019 -1.267

=====

3.
C22H27LaNO2P2 as an isolated structure at a distorted geometry. Source: the OMol25 dataset; level of theory: the ωB97M-V functional and the def2-TZVPD basis.

As for the charge: +1. As for the HOMO energy (spin up / spin down): -9.30 / -9.35 eV. The total energy is -48264.849 eV. For the LUMO energy (spin up / spin down), the calculation gives -3.90 / -3.86 eV. As for the molar mass: 538.32 g mol⁻¹. The gap between HOMO and LUMO (spin up / spin down) is 5.409 / 5.485 eV.

CARTESIAN COORDINATES (ANGSTROEM)
La -2.676 0.003 0.121
P 0.056 2.049 0.443
P -0.935 0.416 -2.171
O -3.242 3.250 -0.825
O -0.990 -0.369 3.530
N 2.230 -0.872 -0.606
C 0.770 -1.810 -2.293
C 2.267 -0.635 0.724
C 2.860 0.846 2.536
C 0.407 -4.106 -0.689
C -1.935 -0.263 2.791
C 2.410 0.696 1.228
C 1.544 -2.904 1.175
C 0.064 3.706 -0.346
C -2.964 2.159 -0.488
C 2.351 -1.466 3.042
C 1.148 -3.015 -0.163
C 0.020 -4.114 -2.015
C -3.196 -1.112 2.848
C -0.027 2.659 2.171
C 2.826 -0.230 3.444
C -0.782 1.943 -3.163
C 0.211 -2.972 -2.814
C -2.272 -0.450 -3.100
C 2.075 -1.712 1.672
C 1.438 -1.888 -1.029
C 0.577 -0.448 -2.910
C 1.955 1.834 0.358
H -1.465 2.714 -2.790
H -0.069 -2.998 -3.863
H 3.146 -0.076 4.474
H 3.239 1.812 2.861
H 0.678 4.383 0.265
H 1.431 -3.750 1.844
H -1.947 0.601 1.935
H -0.955 3.229 2.305
H -0.956 4.095 -0.404
H -4.133 -0.588 2.560
H -3.082 -2.030 2.222
H -1.028 1.711 -4.208
H 2.414 2.778 0.678
H 2.178 1.634 -0.700
H -2.085 -0.249 -4.163
H -0.039 1.812 2.867
H 2.182 -2.279 3.761
H -3.268 -0.051 -2.831
H 0.173 -4.947 -0.021
H 0.249 2.319 -3.111
H 0.484 3.652 -1.357
H -3.359 -1.414 3.902
H 0.840 3.308 2.366
H 1.433 0.202 -2.682
H -2.237 -1.537 -2.935
H 0.424 -0.521 -3.995
H -0.438 -5.004 -2.451

=====

4.
The molecule C8H13Cl2N2P at a distorted geometry. Source: the OMol25 dataset; level of theory: the ωB97M-V functional and the def2-TZVPD basis.

As for the energy above the lowest of the compared OMol25 structures with the same formula, charge and spin: 0.0 kJ/mol. As for the HOMO energy: -9.87 eV. The total energy is -45820.648 eV. For the LUMO energy, the calculation gives 0.57 eV. As for the molar mass: 239.09 g mol⁻¹. As for the structure (SMILES): CN(P(Cl)Cl)C1(C#N)CCCCC1. The gap between HOMO and LUMO is 10.442 eV.

CARTESIAN COORDINATES (ANGSTROEM)
Cl -4.203 1.118 -1.629
Cl -3.547 0.421 1.296
P -2.539 1.203 -0.385
N -1.719 -0.240 -0.688
N 1.064 -2.179 -1.613
C 0.652 -1.304 -1.043
C -0.068 -0.197 -0.385
C -2.374 -1.562 -0.505
C 0.138 -0.430 1.112
C 2.040 1.161 -0.598
C 2.142 1.102 0.960
C 1.680 -0.240 1.533
C 0.559 1.168 -0.976
H 0.389 1.015 -2.048
H -2.541 -1.710 0.567
H -0.390 0.214 1.673
H -1.671 -2.370 -0.866
H 0.209 2.000 -0.460
H 2.155 -1.088 1.084
H 1.506 1.984 1.309
H -3.264 -1.707 -1.098
H 1.845 -0.227 2.596
H 3.189 1.290 1.199
H 2.398 0.185 -0.944
H -0.151 -1.501 1.167
H 2.501 1.896 -1.259

=====

5.
C7H13N2 as an isolated structure at a distorted geometry. Source: the OMol25 dataset; level of theory: the ωB97M-V functional and the def2-TZVPD basis.

As for the charge: +1. As for the energy above the lowest of the compared OMol25 structures with the same formula, charge and spin: 516.0 kJ/mol. As for the HOMO energy: -13.02 eV. The total energy is -10438.850 eV. For the LUMO energy, the calculation gives -2.86 eV. As for the molar mass: 125.19 g mol⁻¹. The gap between HOMO and LUMO is 10.153 eV.

CARTESIAN COORDINATES (ANGSTROEM)
N 1.959 0.569 0.866
N 0.566 -0.255 -0.430
C -0.988 1.524 -0.116
C -1.636 -0.878 0.433
C -0.424 -1.321 -0.436
C 2.036 -0.169 -0.406
C -0.066 0.886 -1.127
C 0.697 -0.070 1.074
C -1.290 0.481 1.000
H -0.795 -1.685 -1.411
H 0.687 1.596 -1.427
H -2.557 -0.865 -0.114
H -1.928 -1.489 1.159
H 0.043 -2.257 -0.115
H 2.673 0.517 1.484
H -1.694 0.710 1.901
H -0.517 0.398 -1.965
H 2.308 0.444 -1.200
H 0.703 -1.076 1.671
H -0.537 2.517 0.274
H 2.675 -1.079 -0.503
H -1.918 1.501 -0.613

=====

6.
C24H45MoNP2Si as an isolated structure at a distorted geometry. Source: the OMol25 dataset; level of theory: the ωB97M-V functional and the def2-TZVPD basis.

As for the charge: +2. Its expectation value of S² is 2.178. As for the energy above the lowest of the compared OMol25 structures with the same formula, charge and spin: 0.0 kJ/mol. As for the HOMO energy (spin up / spin down): -12.52 / -12.82 eV. The total energy is -55391.693 eV. For the LUMO energy (spin up / spin down), the calculation gives -7.54 / -6.90 eV. As for the molar mass: 533.61 g mol⁻¹. The multiplicity is 3. The gap between HOMO and LUMO (spin up / spin down) is 4.978 / 5.923 eV.

CARTESIAN COORDINATES (ANGSTROEM)
Mo -0.704 -2.129 -1.102
P -1.494 3.428 0.631
P 0.894 1.763 -1.315
Si 1.086 -3.892 -1.934
N 1.113 -2.826 -0.517
C -0.502 4.189 -0.736
C -3.101 4.428 0.087
C 0.702 -2.542 -3.167
C 1.668 -3.010 0.725
C 2.572 -4.083 0.939
C 2.652 2.327 -1.558
C -2.228 1.961 -0.054
C -0.587 -4.655 -1.725
C 2.859 -4.503 2.235
C -1.858 4.433 2.228
C 1.033 2.326 0.646
C -1.298 0.731 -0.506
C 0.131 0.719 0.084
C -2.640 1.929 1.331
C 0.978 0.584 -2.682
C -2.004 -2.591 0.563
C -0.105 3.202 -1.860
C 1.259 -2.223 1.832
C 1.627 -2.619 3.124
C -1.901 1.197 2.390
C 0.042 2.817 1.621
C 2.534 -4.990 -2.257
C -0.530 1.865 2.745
C 2.384 -3.772 3.324
H 1.343 -0.366 -2.270
H 0.813 -0.151 -0.123
H 0.480 3.703 2.118
H -3.662 2.216 1.574
H -0.017 0.485 1.150
H -2.912 4.330 2.498
H -1.746 -0.264 -0.230
H -1.129 4.989 -1.164
H -0.107 -1.771 -2.928
H -0.547 -5.377 -0.900
H -2.507 1.273 3.306
H -2.864 5.512 0.117
H 2.631 -4.087 4.341
H 2.988 -4.593 0.071
H -1.305 0.782 -1.617
H 3.066 2.861 -0.685
H 2.674 -5.768 -1.492
H -1.448 -2.703 1.507
H 3.282 1.460 -1.797
H 2.704 3.006 -2.430
H -1.494 -3.981 -1.569
H 3.483 -4.436 -2.365
H -0.748 2.462 3.646
H -1.840 0.113 2.210
H -2.509 -3.541 0.328
H 1.289 -2.018 3.967
H 2.335 -5.512 -3.209
H 0.402 4.674 -0.338
H 0.362 -3.036 -4.086
H -2.940 2.189 -0.860
H -0.722 -5.167 -2.697
H 0.619 -1.353 1.649
H -1.300 4.195 3.153
H 3.463 -5.397 2.379
H -2.753 -1.793 0.682
H 0.018 0.432 -3.173
H 1.628 -1.989 -3.379
H 2.003 2.034 1.049
H -3.928 4.246 0.785
H 0.486 3.740 -2.624
H -1.645 5.478 1.996
H -3.447 4.178 -0.933
H -1.001 2.837 -2.389
H 1.711 0.910 -3.429
H 0.213 1.132 3.070

=====

7.
C27H29F2Si as an isolated structure at a distorted geometry. Source: the OMol25 dataset; level of theory: the ωB97M-V functional and the def2-TZVPD basis.

As for the charge: +1. As for the energy above the lowest of the compared OMol25 structures with the same formula, charge and spin: 379.6 kJ/mol. As for the HOMO energy: -10.05 eV. The total energy is -41771.146 eV. For the LUMO energy, the calculation gives -5.78 eV. As for the molar mass: 419.61 g mol⁻¹. The gap between HOMO and LUMO is 4.272 eV.

CARTESIAN COORDINATES (ANGSTROEM)
Si -0.921 2.862 0.076
F 6.997 5.320 -6.396
F 5.381 10.046 -0.826
C 5.492 4.628 -4.682
C -2.349 3.800 -0.666
C 4.083 3.115 -6.567
C 4.163 6.664 1.243
C 4.307 7.882 1.910
C 4.727 9.021 1.221
C 4.998 8.919 -0.137
C 1.809 2.834 -1.095
C 4.274 5.218 -2.158
C 2.405 3.178 -2.450
C 2.412 1.812 -0.283
C 3.790 4.140 -2.909
C 4.841 7.729 -0.855
C -1.105 1.053 -0.313
C 3.644 3.145 -5.241
C 5.897 4.597 -6.017
C 3.026 0.922 1.957
C 4.397 6.583 -0.146
C 0.706 3.682 -0.578
C 3.687 -0.157 1.368
C 2.370 1.865 1.156
C 5.193 3.872 -6.977
C 3.638 -0.329 -0.020
C -1.022 3.084 1.921
C 3.001 0.622 -0.833
C 4.103 5.348 -0.815
C 4.291 3.963 -4.285
H -0.879 4.140 2.178
H 4.985 7.725 -1.936
H 3.807 5.766 1.756
H 1.876 4.032 -2.896
H -0.267 2.474 2.429
H -2.081 0.710 0.065
H -3.284 3.386 -0.268
H 3.757 3.147 -2.155
H -0.315 0.460 0.165
H 2.878 0.416 -1.900
H 4.963 5.915 -2.665
H 3.532 2.522 -7.294
H 4.103 -1.222 -0.450
H 5.514 3.907 -8.044
H -2.017 2.771 2.265
H -1.074 0.890 -1.399
H 4.209 -0.874 2.010
H 1.805 2.674 1.628
H 1.034 4.365 0.247
H 3.800 4.523 -0.154
H 4.069 7.925 2.972
H -2.287 4.860 -0.393
H 2.782 2.558 -4.979
H -2.351 3.705 -1.758
H 0.340 4.335 -1.394
H 2.373 2.270 -3.081
H 6.124 5.165 -3.987
H 4.820 9.980 1.724
H 2.996 1.051 3.046